[1]
{"formula": "C48H53N5O4P2V", "method": "wB97M-V/def2-TZVPD", "symbols": ["V", "C", "P", "C", "N", "C", "C", "C", "C", "C", "C", "N", "C", "P", "C", "C", "C", "C", "C", "C", "C", "C", "C", "H", "H", "H", "H", "H", "H", "H", "H", "H", "H", "H", "H", "H", "H", "H", "H", "H", "H", "H", "H", "H", "H", "H", "H", "H", "H", "H", "H", "O", "C", "N", "C", "C", "O", "N", "C", "C", "C", "C", "C", "C", "C", "C", "C", "C", "C", "C", "H", "H", "H", "H", "H", "H", "H", "H", "H", "H", "H", "C", "C", "C", "C", "C", "C", "N", "C", "C", "C", "C", "C", "C", "C", "O", "O", "C", "C", "H", "H", "H", "H", "H", "H", "H", "H", "H", "H", "H", "H", "H", "H"], "coordinates": [[-0.47655, 0.29020, -0.27537], [-1.77057, -2.88991, 0.44568], [-1.02046, -1.99644, -0.93435], [0.64983, -2.72737, -1.09424], [0.72630, -4.03045, -0.96709], [1.93753, -4.60355, -1.14421], [2.07194, -6.00865, -1.01796], [3.28960, -6.58123, -1.22200], [4.42384, -5.78985, -1.55530], [4.32387, -4.43809, -1.67723], [3.06790, -3.81425, -1.47033], [2.96781, -2.46863, -1.56719], [1.79025, -1.92832, -1.36932], [1.66740, -0.08833, -1.40467], [1.68549, 0.39835, -3.14913], [3.15357, 0.66196, -0.59387], [2.91210, 2.17362, -0.51706], [4.43848, 0.42050, -1.39696], [3.27312, 0.07014, 0.80971], [-1.98077, -2.39152, -2.45565], [-1.34639, -1.66429, -3.63779], [-3.41333, -1.90232, -2.20920], [-1.97805, -3.89786, -2.72687], [-1.79539, -3.95184, 0.19567], [-2.78030, -2.52372, 0.62560], [-1.16242, -2.76062, 1.34098], [1.19697, -6.59122, -0.76779], [3.40594, -7.65190, -1.13435], [5.37566, -6.27716, -1.71085], [5.17284, -3.81843, -1.92729], [2.56414, -0.03719, -3.62801], [1.73790, 1.48540, -3.22048], [0.78830, 0.05134, -3.65617], [2.92524, 2.63997, -1.50213], [3.73533, 2.60609, 0.05460], [1.98290, 2.43858, -0.00926], [4.38555, 0.85183, -2.39622], [4.69440, -0.62872, -1.47741], [5.24348, 0.93713, -0.86965], [2.37753, 0.22395, 1.41313], [4.09974, 0.55975, 1.32765], [3.48692, -0.99938, 0.78257], [-1.34766, -0.58253, -3.51035], [-1.93027, -1.88214, -4.53346], [-0.32902, -2.02004, -3.82166], [-3.45728, -0.86978, -1.85473], [-3.93460, -2.54400, -1.49925], [-3.95845, -1.94075, -3.15300], [-0.98151, -4.28286, -2.93554], [-2.59709, -4.06989, -3.60966], [-2.41042, -4.47490, -1.91138], [-0.20032, 2.35906, 0.27686], [-1.04377, 2.58455, -0.62675], [-1.69548, 3.66333, -0.98265], [-2.70096, 3.41049, -2.02289], [-2.45127, 1.90779, -2.28865], [-3.00370, 1.19921, -3.06642], [-1.38391, 1.47337, -1.41205], [-2.39286, 4.25124, -3.24833], [-3.10501, 5.41106, -3.51460], [-2.75279, 6.20639, -4.59798], [-1.69940, 5.84298, -5.41921], [-0.98239, 4.68229, -5.15439], [-1.32747, 3.89414, -4.07079], [-4.11936, 3.54087, -1.48603], [-5.17668, 3.26597, -2.35150], [-6.48056, 3.35936, -1.90142], [-6.74367, 3.73193, -0.58878], [-5.69518, 3.99997, 0.27384], [-4.38237, 3.89831, -0.17117], [-1.56894, 4.55577, -0.52736], [-3.93412, 5.70257, -2.88613], [-3.31070, 7.10976, -4.79879], [-1.43658, 6.46000, -6.26689], [-0.16127, 4.39194, -5.79469], [-0.75918, 2.98873, -3.87958], [-4.97921, 2.98456, -3.37738], [-7.29570, 3.14750, -2.57943], [-7.76448, 3.81307, -0.24381], [-5.88916, 4.28929, 1.29684], [-3.58307, 4.09769, 0.52998], [4.56859, -2.46961, 5.47981], [3.99894, -1.11633, 5.16176], [4.73132, 0.02736, 5.45530], [4.23785, 1.29248, 5.16894], [2.98018, 1.42228, 4.61437], [2.23497, 0.28256, 4.32622], [0.96033, 0.46588, 3.72237], [-0.22097, -0.00524, 4.22517], [-0.36327, -0.37997, 5.56956], [-1.59963, -0.73180, 6.05631], [-2.74948, -0.72362, 5.24869], [-2.63343, -0.39039, 3.92773], [-1.36175, -0.08179, 3.39023], [-1.26190, -0.00486, 1.97393], [-2.12932, 0.27758, 1.12643], [-0.07778, -0.35165, 1.34990], [2.73729, -1.00128, 4.55852], [1.98337, -2.23757, 4.15279], [5.52131, -2.37308, 5.99505], [4.73883, -3.06063, 4.57814], [3.89765, -3.04610, 6.11750], [5.70433, -0.07728, 5.91479], [4.81991, 2.17236, 5.40234], [2.55715, 2.40088, 4.42575], [0.89656, 1.22652, 3.06316], [0.49741, -0.34026, 6.22256], [-1.69204, -0.99252, 7.10171], [-3.70949, -0.98567, 5.66784], [-3.49234, -0.39912, 3.27133], [1.40535, -2.66394, 4.97545], [2.67039, -3.01165, 3.81467], [1.28793, -2.02736, 3.34072]], "lowdin_spin": [1.0959, -0.0006, -0.0112, 0.0016, 0.0000, 0.0001, 0.0000, -0.0001, 0.0000, -0.0001, 0.0000, -0.0005, 0.0004, -0.0064, -0.0031, 0.0027, -0.0001, 0.0000, 0.0003, -0.0034, 0.0000, 0.0001, -0.0016, -0.0005, -0.0001, -0.0001, 0.0000, 0.0000, 0.0000, 0.0000, -0.0008, 0.0000, -0.0001, 0.0000, 0.0000, 0.0002, 0.0000, 0.0000, 0.0002, 0.0002, 0.0001, 0.0000, 0.0001, 0.0001, 0.0000, 0.0002, 0.0000, 0.0000, 0.0000, -0.0003, 0.0000, 0.0151, 0.0017, -0.0021, -0.0008, -0.0022, -0.0083, -0.0324, 0.0001, -0.0001, 0.0000, -0.0001, 0.0000, -0.0001, 0.0000, -0.0001, 0.0000, -0.0003, 0.0000, -0.0003, -0.0001, 0.0000, 0.0000, 0.0000, 0.0000, 0.0000, 0.0000, 0.0000, 0.0000, 0.0000, 0.0000, 0.0000, 0.0001, -0.0009, 0.0000, -0.0007, -0.0003, -0.0064, -0.0013, -0.0004, -0.0003, -0.0014, 0.0009, -0.0018, 0.0035, 0.0127, -0.0457, -0.0007, -0.0001, 0.0000, 0.0000, 0.0000, 0.0000, 0.0000, 0.0000, 0.0001, 0.0000, 0.0000, -0.0001, 0.0001, 0.0000, 0.0000, 0.0000], "e_lumo_ev": [-7.4, -6.8], "e_tot_ha": -4062.01042, "charge": 2, "homo_ev": [-12.43, -12.45], "spin_multiplicity": 2, "orbital_gap_ev": [4.9983, 5.6101]}

=====

[2]
{"formula": "C48H54CrN5O2P2", "method": "wB97M-V/def2-TZVPD", "symbols": ["Cr", "N", "P", "C", "C", "C", "C", "C", "C", "C", "C", "C", "C", "C", "C", "P", "C", "C", "C", "C", "C", "C", "C", "C", "C", "C", "C", "C", "H", "H", "H", "H", "H", "H", "H", "H", "H", "H", "H", "H", "H", "H", "H", "H", "H", "H", "H", "H", "H", "C", "C", "C", "C", "C", "C", "C", "C", "N", "C", "C", "C", "C", "C", "C", "C", "C", "C", "C", "H", "H", "H", "H", "H", "H", "H", "H", "H", "H", "H", "H", "H", "H", "H", "H", "H", "H", "H", "H", "H", "H", "H", "H", "N", "C", "N", "O", "H", "H", "H", "H", "O", "N", "C", "C", "C", "C", "C", "H", "H", "H", "H", "H"], "coordinates": [[-0.00885, 0.07520, 0.02531], [2.04109, 0.88090, 2.13331], [0.37516, 0.70893, 2.45954], [-0.16267, 2.33626, 3.05712], [0.39857, 2.92376, 4.19269], [0.09116, 4.23226, 4.52067], [-0.78403, 4.96049, 3.72016], [-1.35078, 4.37853, 2.59884], [-1.04303, 3.06349, 2.25988], [0.36065, -0.35130, 3.93816], [-0.62343, -0.20421, 4.91231], [-0.68049, -1.07957, 5.98803], [0.24315, -2.10943, 6.09536], [1.21975, -2.26849, 5.12083], [1.27408, -1.39735, 4.04252], [2.34209, 0.72422, 0.46968], [3.99232, -0.05486, 0.45109], [5.16546, 0.65309, 0.22294], [6.39206, -0.00206, 0.26064], [6.44638, -1.36256, 0.51552], [5.27530, -2.07925, 0.73401], [4.05454, -1.42721, 0.69508], [2.66326, 2.39316, -0.16158], [2.89654, 2.54452, -1.52789], [3.03786, 3.80794, -2.07455], [2.93977, 4.92943, -1.26038], [2.70252, 4.78522, 0.09742], [2.55492, 3.51823, 0.64824], [2.71717, 1.26370, 2.78813], [1.07663, 2.35842, 4.82325], [0.52817, 4.68627, 5.40093], [-1.02299, 5.98338, 3.97914], [-2.03120, 4.94463, 1.97718], [-1.48154, 2.59280, 1.38611], [-1.34689, 0.59883, 4.83560], [-1.44468, -0.95375, 6.74335], [0.20550, -2.78472, 6.93973], [1.93891, -3.07274, 5.19870], [2.03214, -1.52723, 3.28072], [5.12736, 1.71480, 0.01576], [7.30267, 0.55452, 0.08558], [7.40149, -1.87002, 0.53803], [5.31447, -3.14379, 0.92093], [3.13895, -1.98913, 0.85048], [2.93632, 1.67355, -2.17134], [3.19583, 3.91877, -3.13830], [3.02991, 5.91819, -1.69073], [2.61322, 5.65737, 0.73166], [2.34654, 3.41570, 1.70616], [-1.83129, 4.43702, -1.25569], [-1.46179, 3.36603, -2.24700], [-1.87523, 3.44677, -3.57580], [-1.56851, 2.40554, -4.43495], [-1.98103, 2.46217, -5.88454], [-0.88738, 1.28025, -3.97622], [-0.45574, 1.14696, -2.64125], [-0.74051, 2.26667, -1.82721], [0.12538, 0.05188, -2.02211], [0.70584, -1.11737, -2.69962], [0.69470, -1.14565, -4.23572], [1.37584, -2.41250, -4.77652], [2.82968, -2.47660, -4.30759], [2.85243, -2.50109, -2.77946], [2.08892, -3.72799, -2.26897], [0.63596, -3.66116, -2.75177], [0.61901, -3.64710, -4.28098], [-0.02172, -2.38306, -2.22322], [2.17224, -1.24091, -2.24703], [-2.16483, 5.34548, -1.75859], [-0.99275, 4.68939, -0.60898], [-2.64622, 4.09056, -0.61632], [-2.43596, 4.30467, -3.92661], [-2.59272, 3.34141, -6.08413], [-2.55755, 1.58020, -6.16772], [-1.11029, 2.50455, -6.54136], [-0.72508, 0.50280, -4.70228], [-0.40089, 2.27917, -0.79282], [1.19891, -0.26033, -4.63326], [-0.33473, -1.14355, -4.59406], [1.34096, -2.37549, -5.86933], [3.37935, -1.60461, -4.67510], [3.32176, -3.36754, -4.71043], [3.88604, -2.53160, -2.41927], [2.11864, -3.75906, -1.17471], [2.56399, -4.64388, -2.63500], [0.08339, -4.52860, -2.37813], [-0.41273, -3.62174, -4.64437], [1.08208, -4.55734, -4.67497], [-0.02516, -2.40427, -1.13091], [-1.06681, -2.32340, -2.55068], [2.72123, -0.34326, -2.55247], [2.18856, -1.27707, -1.15301], [-2.47848, -3.17879, 0.18324], [-1.62661, -2.84932, 1.18110], [-1.71300, -3.57558, 2.33010], [-0.76894, -1.97036, 1.07938], [-3.32569, -3.67020, 0.41321], [-2.58770, -2.48484, -0.54523], [-2.44257, -4.24529, 2.49223], [-1.11581, -3.30240, 3.09011], [-1.89337, 0.70428, 0.29948], [-3.01661, 0.00046, 0.06042], [-3.80581, -0.39424, 1.11587], [-4.93560, -1.11374, 0.88499], [-5.31690, -1.47812, -0.43414], [-4.49100, -1.01512, -1.48935], [-3.36737, -0.28439, -1.24719], [-3.44547, -0.10256, 2.09036], [-5.53526, -1.40468, 1.73735], [-6.21622, -2.03918, -0.62585], [-4.74013, -1.22491, -2.52122], [-2.70282, 0.11730, -1.99649]], "lowdin_spin": [3.7218, 0.0103, 0.0231, 0.0004, -0.0002, 0.0004, 0.0001, 0.0004, 0.0017, 0.0022, 0.0004, 0.0002, 0.0003, 0.0001, 0.0005, 0.0401, 0.0052, 0.0005, 0.0002, 0.0001, 0.0001, 0.0014, 0.0036, 0.0011, 0.0000, 0.0010, -0.0001, 0.0015, -0.0003, 0.0000, 0.0000, 0.0000, 0.0000, 0.0011, 0.0000, 0.0000, 0.0000, 0.0000, 0.0000, 0.0001, 0.0000, 0.0000, 0.0000, 0.0011, -0.0001, 0.0000, 0.0001, 0.0000, 0.0000, 0.0000, 0.0031, 0.0079, 0.0000, -0.0003, 0.0063, 0.0068, 0.0252, 0.0218, 0.0039, -0.0011, -0.0002, 0.0005, 0.0007, 0.0001, 0.0007, 0.0003, 0.0078, 0.0094, 0.0000, -0.0001, 0.0001, 0.0007, 0.0000, -0.0001, -0.0001, 0.0004, 0.0124, 0.0000, 0.0000, -0.0001, 0.0000, 0.0001, 0.0002, 0.0000, 0.0000, 0.0001, 0.0000, 0.0000, 0.0033, 0.0018, 0.0000, 0.0065, 0.0028, 0.0070, 0.0037, 0.0417, 0.0021, 0.0022, 0.0004, 0.0000, 0.0711, 0.2680, 0.1195, 0.0604, 0.2629, 0.0574, 0.1242, 0.0116, -0.0006, 0.0202, -0.0010, 0.0096], "e_lumo_ev": [0.4, 0.3], "e_tot_ha": -4012.97383, "charge": 0, "homo_ev": [-4.25, -6.17], "spin_multiplicity": 6, "orbital_gap_ev": [4.6350, 6.4482]}